[1]
Molecular formula: C28H42BF4N2S2SbSi3W
Method: DFT, wB97M-V/def2-TZVPD

The geometry in XYZ format:
```
84
Properties=species:S:1:pos:R:3:forces:R:3:lowdin_charge:R:1
C 0.893 -3.396 -3.068 -0.3 1.4 -0.5 0.0093
H 6.140 1.603 1.542 0.0 0.1 0.0 0.1011
H -1.412 2.336 -5.826 0.0 0.2 0.1 0.0098
C 4.012 -1.025 1.524 0.0 -0.1 0.0 -0.1137
F -2.880 -0.742 3.039 -0.9 0.5 0.1 0.2395
H 2.716 3.027 -5.470 0.3 0.0 0.0 0.0294
H -2.317 3.611 3.617 0.0 0.3 0.1 0.0269
H 1.368 3.315 -4.367 0.1 0.1 0.1 -0.0138
B -1.719 -1.364 2.939 0.3 0.4 -0.6 -1.1044
C 0.299 3.877 1.723 -0.5 -0.3 -0.3 -0.2212
H -2.731 3.319 -2.248 0.1 0.0 0.0 -0.0118
H 2.794 -1.072 -5.991 0.1 -0.3 0.0 0.0169
N -2.469 -0.082 -0.859 -0.3 1.4 0.9 -0.0886
F -0.696 -0.892 3.626 0.6 0.2 0.6 0.2392
C 5.147 -0.281 1.781 -0.1 -0.2 0.0 -0.0887
H 0.072 -4.392 -1.335 0.0 -0.1 0.1 0.1187
H 1.812 -0.030 -7.011 -0.2 0.0 -0.1 0.0135
C -2.890 -0.708 -4.546 0.6 0.5 -0.2 -0.1550
H 5.976 -0.751 2.289 0.1 0.0 0.0 0.1019
H -2.369 1.438 -7.003 -0.3 0.0 -0.1 0.0308
H -6.093 0.870 0.051 0.0 0.0 0.0 0.1111
S 1.490 -1.339 0.457 0.4 0.7 0.0 0.7401
H 3.998 0.501 -3.419 0.2 0.0 -0.2 0.0338
C -2.303 4.758 0.456 0.1 -0.7 0.2 -0.1763
H 4.207 2.670 0.399 0.0 0.1 0.0 0.1060
H 1.381 -4.270 -3.468 0.1 -0.1 0.0 0.1173
Si 1.806 0.859 -4.640 0.1 0.2 -0.1 0.4845
H -1.555 -1.640 -7.336 -0.2 0.0 -0.2 0.0316
C -4.795 -0.609 -0.832 0.2 0.2 0.1 -0.0543
H -3.686 -0.818 -5.277 -0.1 0.0 -0.2 0.0355
H -1.661 1.993 3.439 0.2 -0.1 0.0 0.0316
C 0.249 -1.074 -3.291 -1.0 2.0 1.1 -0.4078
H 1.355 -2.139 -4.757 0.0 0.1 -0.1 0.0980
H -2.694 2.799 -3.938 0.0 0.0 -0.2 -0.0124
H 3.943 -2.061 1.812 0.1 -0.1 0.1 0.1024
C 4.161 1.645 0.736 0.1 0.0 0.0 -0.1072
H -0.630 1.504 -7.157 0.2 0.0 -0.1 0.0238
H 2.931 1.571 -2.530 0.0 0.0 0.0 -0.0065
C -5.070 0.605 -0.174 0.1 -0.2 -0.1 -0.0487
H 0.149 -1.508 -6.976 0.3 0.1 -0.1 0.0078
Sb -0.505 1.817 -2.542 -0.1 1.1 -1.1 1.2586
H -2.742 -1.680 -4.082 0.1 -0.2 0.1 0.0248
H 0.903 3.108 2.197 0.0 -0.1 0.0 0.0123
C -2.699 1.092 -0.137 -1.1 -0.7 -0.8 -0.4518
H -4.226 2.371 0.683 -0.1 0.1 0.1 0.0973
S 1.573 1.646 -0.206 -0.4 -0.5 -0.1 0.5947
H -3.341 1.711 -2.687 0.0 0.0 0.0 -0.0178
C -4.045 1.439 0.174 0.4 0.0 0.0 -0.0215
C 2.933 -0.434 0.878 -0.6 0.2 -0.3 -0.6440
H -3.254 2.353 2.831 -0.2 -0.1 0.0 0.0159
H -1.107 -2.381 -0.516 0.5 0.1 0.0 0.1115
C -0.832 -1.593 -6.528 -0.1 0.6 0.4 -0.1683
H -2.235 5.629 1.100 0.1 0.1 0.2 0.0239
N -0.312 -1.097 -2.027 0.2 -4.6 -1.5 -0.1946
W -0.326 0.113 -0.464 0.2 3.2 4.4 1.1770
F -1.743 -2.648 2.631 0.0 -1.0 -0.2 0.2343
C 2.507 -0.044 -6.178 -0.3 0.2 0.7 -0.1735
C 0.182 -3.463 -1.873 -0.3 0.0 0.3 -0.0607
H -1.809 5.005 -0.482 0.1 0.0 -0.1 0.0219
C -2.591 2.466 -2.912 0.3 -0.7 0.2 -0.3001
Si -1.271 -0.127 -5.377 0.0 -0.2 -0.1 0.5183
C -2.256 2.759 2.949 0.2 0.2 -0.7 -0.1527
C -3.491 -0.900 -1.144 0.4 -0.2 -0.4 -0.1372
H -0.875 -2.540 -6.000 -0.1 -0.2 0.2 0.0230
H 0.225 4.707 2.419 -0.2 0.2 0.2 0.0266
C 2.965 0.665 -3.131 -0.4 0.0 -0.6 -0.1754
C 3.003 0.912 0.515 -0.9 -0.4 -0.1 -0.6241
H -3.236 -0.023 -3.782 -0.1 0.1 0.1 -0.0101
C -1.442 1.443 -6.441 0.0 -0.6 0.5 -0.1652
H 1.069 2.827 -6.023 -0.2 0.0 -0.3 0.0114
C 0.081 0.190 -4.043 0.0 0.1 -0.4 -0.5763
H -5.583 -1.293 -1.096 -0.1 -0.1 0.0 0.1015
H 0.838 4.230 0.850 0.1 0.0 -0.2 0.0046
H 2.665 -0.170 -2.491 0.0 0.0 0.0 0.0159
C 5.232 1.044 1.372 0.0 0.2 -0.1 -0.0900
F -1.181 -0.684 1.255 -0.1 -0.7 -0.2 -0.3623
H -3.233 -1.816 -1.669 -0.1 0.1 0.0 0.1075
Si -1.450 3.253 1.285 0.5 0.5 0.6 0.5068
H -3.354 4.597 0.238 -0.2 -0.1 0.0 0.0131
C 1.729 2.687 -5.177 -0.2 -0.7 0.4 -0.1961
C 0.887 -2.186 -3.789 0.4 -2.1 0.6 -0.0213
C -1.503 1.745 0.179 1.1 -0.6 -0.3 -0.4067
H 3.400 0.483 -6.496 0.2 0.2 0.0 0.0283
C -0.421 -2.331 -1.374 -0.2 0.2 -1.6 -0.2293
```
Forces are in eV/Å.

Values from the calculation:
Kohn-Sham gap (spin up / spin down) ... 5.2 / 5.2 eV
Energy above the lowest of the compared OMol25 structures with the same formula, charge and spin ... 2.2871 eV
Highest occupied orbital energy (spin up / spin down) ... -7.093 / -7.096 eV
Total charge ... 0
Max |F| ... 5.4 eV/A

[2]
Molecular formula: C4H14N2O2
Method: DFT, wB97M-V/def2-TZVPD

The geometry in XYZ format:
```
22
Properties=species:S:1:pos:R:3:forces:R:3:lowdin_charge:R:1
C -0.736 -1.381 0.282 0.5 -1.6 0.7 -0.2986
H 1.921 -3.662 -0.390 0.1 -0.2 0.0 0.0385
H -0.056 -1.297 -0.570 -0.1 -0.8 0.2 0.0835
H 1.307 2.247 -2.191 4.1 0.9 -2.1 -0.0206
H -2.375 -2.305 -0.153 -0.3 -0.4 -0.1 0.0740
H -0.588 -2.302 0.939 0.3 0.9 -1.2 0.1408
N -0.909 2.276 1.117 -1.2 -3.7 -0.2 0.0543
H 2.928 -2.509 -0.477 0.1 -0.1 0.0 0.0398
C -0.561 -0.186 1.137 -2.0 1.4 1.1 -0.2039
O 1.996 -2.708 -0.358 0.0 0.3 0.0 -0.0467
H 0.349 -0.032 1.669 1.1 -0.8 0.4 0.1038
H -0.082 1.476 -2.420 0.9 1.1 1.0 0.0935
O -2.079 -1.402 -0.187 -0.2 0.3 -0.1 -0.0705
H -0.440 2.166 1.986 0.4 0.2 0.5 0.0506
H 1.447 1.576 0.201 -0.6 0.0 -0.8 0.1159
C -0.701 1.069 0.267 0.7 0.0 -0.8 -0.3499
C 0.723 1.144 -0.539 -1.9 1.7 0.4 -0.1938
N 0.510 2.046 -1.751 -4.6 -3.0 2.5 0.0091
H -0.788 3.140 0.715 0.6 2.0 -1.3 0.0253
H 1.071 0.146 -0.758 0.2 -0.2 -0.4 0.0649
H -1.573 0.789 -0.444 1.4 1.3 0.9 0.1509
H -1.363 -0.291 1.926 0.6 0.6 -0.7 0.1391
```
Forces are in eV/Å.

Values from the calculation:
Kohn-Sham gap ... 9.0 eV
Energy above the lowest of the compared OMol25 structures with the same formula, charge and spin ... 1.8653 eV
Highest occupied orbital energy ... -8.498 eV
Total charge ... 0
SMILES ... NC[C@H](N)CCO.O
Max |F| ... 6.0 eV/A